[1]
A structure of composition C37H22Cl4N7O4SV, computed with ωB97M-V/def2-TZVPD.

The geometry in XYZ format:
```
76
Properties=species:S:1:pos:R:3:forces:R:3
V 0.34608 0.90001 0.17506 -0.19 -0.91 0.86
Cl -5.49295 -0.68909 3.53074 -0.01 -0.03 0.02
C -4.08824 0.16620 2.96374 0.02 0.02 -0.01
C -3.38306 -0.36616 1.89409 -0.03 0.00 -0.03
C -2.26016 0.28626 1.38404 -0.02 0.03 0.05
N -1.53597 -0.07030 0.24383 -0.06 0.11 -0.03
C -1.98036 -1.11104 -0.51236 0.04 -0.01 0.12
O -2.49410 -2.14715 -0.09279 0.05 -0.04 -0.01
C -1.89094 -0.92501 -2.00835 0.07 -0.03 -0.08
C -1.86278 -2.04915 -2.82686 0.01 0.01 0.06
C -1.84381 -1.86997 -4.19586 0.05 0.00 -0.02
C -1.86596 -0.57661 -4.69785 0.02 -0.02 0.01
C -1.91587 0.47715 -3.79856 0.00 0.00 0.00
N -1.93108 0.31762 -2.47910 -0.01 -0.01 -0.02
C -1.84578 1.48251 2.01908 0.05 0.22 0.02
C -2.56072 2.00944 3.08688 -0.06 -0.15 -0.06
C -3.68262 1.34402 3.56279 0.05 -0.03 -0.06
Cl -4.51875 1.99664 4.93920 -0.04 0.03 0.06
N -0.64885 2.01586 1.52040 0.09 0.39 0.12
C -0.03406 3.08324 2.06579 -0.13 -0.04 0.00
O -0.45996 3.92886 2.84763 -0.02 -0.05 0.00
C 1.41801 3.16323 1.65188 0.14 0.02 0.06
C 2.24985 4.14787 2.16445 -0.02 -0.03 -0.03
C 3.59344 4.11155 1.84041 0.02 -0.01 -0.02
C 4.06777 3.09760 1.01718 0.01 0.04 0.02
C 3.17142 2.16083 0.53974 -0.03 -0.01 -0.04
N 1.87738 2.19776 0.85307 0.20 0.17 -0.04
H -3.71170 -1.29488 1.45835 -0.01 0.00 0.00
H -1.84311 -3.02845 -2.36978 -0.01 0.00 -0.01
H -1.79374 -2.72017 -4.86398 0.00 -0.01 -0.01
H -1.83546 -0.38346 -5.76250 0.00 0.00 0.00
H -1.94416 1.50214 -4.15581 0.01 0.00 0.00
H -2.24009 2.92826 3.54784 0.01 0.01 0.01
H 1.81576 4.89790 2.80937 0.00 0.00 0.01
H 4.27129 4.86094 2.22944 0.00 0.00 0.00
H 5.11255 3.02947 0.74838 0.00 0.01 0.00
H 3.48018 1.34765 -0.10593 0.00 0.00 0.00
Cl 2.79827 2.11565 -7.44130 0.01 0.02 -0.04
C 2.27326 1.23435 -6.02737 -0.01 -0.06 0.04
C 2.15117 -0.14804 -6.11072 0.00 0.06 0.01
C 1.75235 -0.82728 -4.96441 -0.01 0.01 0.03
Cl 1.66231 -2.56173 -5.05009 -0.07 -0.02 0.00
C 1.43824 -0.18885 -3.77016 0.04 -0.02 -0.09
O 1.05478 -0.91351 -2.69926 -0.07 -0.01 0.06
C 1.53846 1.23627 -3.71732 -0.05 0.04 0.13
C 1.19091 2.02212 -2.58874 -0.01 -0.03 0.02
O 0.58946 1.59722 -1.52767 -0.02 0.24 -0.63
C 1.99196 1.91761 -4.87370 0.00 0.03 -0.02
H 2.37634 -0.68292 -7.02039 0.00 0.00 0.00
H 1.40925 3.09255 -2.64648 -0.02 -0.01 -0.03
H 2.08132 2.99624 -4.84770 0.00 0.00 0.00
N 0.00598 -2.46474 2.49016 0.11 0.08 -0.01
C -0.84116 -2.12559 3.56800 -0.04 0.01 0.02
C -1.85789 -2.98643 3.94750 -0.01 -0.01 -0.05
C -2.69995 -2.64929 4.99758 -0.01 0.03 -0.02
C -2.55090 -1.43432 5.64680 0.00 -0.01 -0.03
C -1.55237 -0.55829 5.24254 -0.02 0.04 0.03
C -0.67701 -0.91310 4.22960 0.02 0.03 0.00
S 0.67220 0.13350 3.77611 -0.10 -0.11 0.14
N 0.90104 -0.30338 2.15520 -0.15 -0.06 -0.43
C 0.65788 -1.51119 1.76594 0.00 -0.03 0.14
C 1.21222 -1.88348 0.44144 -0.05 -0.08 0.05
C 1.65549 -3.15204 0.19687 -0.01 0.04 0.03
C 2.51603 -3.31040 -0.93495 0.01 0.08 -0.08
C 2.79194 -2.26422 -1.73501 0.02 -0.08 0.09
C 2.07194 -0.97552 -1.58447 0.13 0.01 -0.09
N 1.42413 -0.81127 -0.33799 0.09 0.09 -0.26
H -0.30617 -3.24596 1.93108 0.01 -0.01 0.02
H -1.99994 -3.91369 3.40376 0.00 0.01 0.01
H -3.49657 -3.32444 5.27994 0.00 0.00 0.01
H -3.23020 -1.14716 6.43810 0.00 0.00 0.00
H -1.45674 0.41526 5.70877 0.01 -0.01 0.00
H 1.52444 -3.94930 0.91340 -0.02 0.01 0.01
H 2.99374 -4.26745 -1.11094 0.00 0.00 0.00
H 3.47949 -2.35514 -2.56648 0.01 0.00 0.02
H 2.71483 -0.11362 -1.80124 -0.02 0.01 0.00
```
Positions in Å, forces in eV/Å.

**2S+1**: 4
**Net charge**: -1
**Energy above the lowest of the compared OMol25 structures with the same formula, charge and spin**: 24.9 kcal/mol
**Expectation value of S²**: 3.79
**E_tot**: -5290.62394 hartree
**Kohn-Sham gap (alpha / beta)**: 0.21706 / 0.25058 Eh
**Highest occupied orbital energy (alpha / beta)**: -3.7 / -4.7 eV

***

[2]
A structure of composition C28H46NOP2Sc, computed with ωB97M-V/def2-TZVPD.

The geometry in XYZ format:
```
79
Properties=species:S:1:pos:R:3:forces:R:3
Sc -1.12729 1.35860 0.09161 -0.53 -1.37 1.27
C -2.41442 -0.88063 0.65748 -0.46 0.86 0.37
C -2.05304 -0.13260 1.82665 -0.81 0.76 -0.53
C -3.50279 1.16053 0.53836 0.48 -0.96 0.42
C -3.32320 -0.09589 -0.10844 0.49 0.22 0.89
C -2.72894 1.14110 1.74915 -0.39 -1.03 -0.45
C -2.09250 -2.31095 0.34969 0.13 -0.43 -0.20
H -1.36660 -2.75219 1.05208 -0.24 0.20 -0.25
H -1.67179 -2.40418 -0.66627 -0.10 -0.08 0.34
H -2.99087 -2.95499 0.37345 0.28 0.36 0.06
C -4.13320 -0.59531 -1.24905 -0.05 -0.01 -0.66
H -3.97444 -1.67043 -1.41490 -0.06 0.35 0.03
H -3.88610 -0.07571 -2.18340 -0.15 -0.13 0.08
H -5.20601 -0.43109 -1.06181 0.30 -0.07 -0.02
C -4.45542 2.20607 0.07410 -0.09 0.43 -0.10
H -5.45764 1.77888 -0.10416 0.38 0.18 0.04
H -4.11225 2.66911 -0.86583 -0.29 -0.07 0.21
H -4.54713 2.99227 0.83144 -0.10 -0.04 -0.22
C -2.70567 2.21736 2.77226 -0.03 0.46 0.41
H -3.68013 2.71999 2.85131 0.28 -0.12 -0.03
H -1.96300 2.99704 2.54277 -0.06 0.08 0.18
H -2.45749 1.82884 3.76579 0.00 0.04 -0.17
C -1.39846 -0.65685 3.05763 0.40 -0.01 0.45
H -2.02537 -0.44798 3.93806 0.16 -0.12 -0.21
H -0.41386 -0.20366 3.24851 -0.33 -0.15 0.09
H -1.27224 -1.74334 2.99856 0.04 0.16 0.05
C 1.15069 -3.12460 -1.03788 0.02 -0.43 0.45
C 1.35086 -3.83928 0.08106 -0.66 0.00 -1.11
C 1.77023 -3.25248 1.39143 0.60 -0.38 0.22
C 3.11998 -2.51255 1.27086 1.39 -0.15 0.29
C 3.09596 -0.97955 1.45546 -1.64 -0.29 -0.32
C 1.70538 -0.39297 1.20957 0.58 0.62 0.64
C 0.84438 -0.73521 -0.01739 0.04 -1.10 -0.07
C 1.37132 -1.63318 -1.14152 -0.43 -0.05 -0.66
H 1.93477 -4.08893 2.07666 -0.12 0.16 0.03
H 3.61230 -2.77538 0.32214 -0.45 -0.16 0.39
H 0.99186 -2.62999 1.85280 0.19 -0.10 -0.21
H 2.42583 -1.41133 -1.33816 -0.32 -0.15 -0.07
H 0.75805 -3.60090 -1.95436 0.48 0.07 0.60
H 1.21457 -4.92584 0.04975 -0.15 0.41 -0.01
H 0.83275 -1.31268 -2.05275 0.38 -0.08 0.27
H -0.06925 -1.17431 0.38169 0.09 0.02 -0.34
H 1.11175 -0.50733 2.13385 0.28 0.12 -0.60
H 0.51370 0.18685 -0.57979 0.79 -0.67 0.52
H 3.78943 -2.91695 2.04393 -0.06 0.05 -0.20
H 3.40444 -0.75186 2.49538 -0.32 0.11 -0.45
P 4.15384 0.07610 0.42980 1.12 -1.34 0.90
C 4.63634 -0.84095 -1.04549 0.45 0.35 -0.55
C 5.63101 0.22868 1.46602 0.35 0.35 -0.42
P 1.68889 1.54585 1.03031 -4.65 -1.85 1.70
C 3.33621 1.64789 0.17945 0.44 0.14 -1.11
C 2.03801 2.08823 2.72894 -0.10 0.57 -0.10
C 0.79895 2.92431 0.24595 2.12 2.92 -0.84
H 4.16641 -0.37990 -1.92690 0.37 -0.27 0.15
H 4.35358 -1.90155 -0.98045 0.06 0.56 -0.04
H 5.73371 -0.80837 -1.11899 -0.34 0.15 -0.20
H 6.44807 0.64723 0.86103 -0.09 -0.04 0.38
H 5.91741 -0.77335 1.82183 -0.13 0.31 -0.18
H 5.42764 0.87501 2.33118 0.05 -0.17 -0.26
H 1.56424 3.66524 -0.03798 -0.70 0.87 -0.48
H 0.09894 3.40000 0.96057 0.21 -0.20 -0.14
H 0.30921 2.65462 -0.72999 0.53 0.29 0.55
H 3.23143 1.84164 -0.90559 0.10 -0.07 0.47
H 3.94123 2.46051 0.62234 -0.25 -0.31 -0.21
H 1.14439 2.61330 3.09958 0.44 -0.12 0.02
H 2.89866 2.77929 2.74361 -0.22 -0.18 0.25
H 2.23904 1.22192 3.37842 -0.07 0.31 -0.26
O -1.22959 1.37258 -1.76957 0.06 0.16 -1.75
N -1.74493 1.19594 -3.03942 1.21 0.61 1.59
C -1.55316 -0.00733 -3.63184 -0.32 -1.73 -1.22
C -2.31843 -0.33715 -4.74009 1.20 -0.06 1.22
C -3.23654 0.58578 -5.24028 -0.76 -0.54 -1.12
C -3.39030 1.82175 -4.61585 0.56 0.86 1.47
C -2.62332 2.12529 -3.50116 -1.59 0.68 -0.90
H -0.80662 -0.65533 -3.17604 -0.27 0.22 -0.19
H -2.16065 -1.31621 -5.19018 -0.08 0.31 0.02
H -3.83790 0.32461 -6.10621 0.09 0.11 0.18
H -4.12199 2.55537 -4.94488 0.23 -0.15 -0.05
H -2.70292 3.03346 -2.90590 0.06 -0.23 -0.34
```
Positions in Å, forces in eV/Å.

**2S+1**: 2
**Net charge**: +1
**Energy above the lowest of the compared OMol25 structures with the same formula, charge and spin**: 17.6 kcal/mol
**Expectation value of S²**: 0.77
**E_tot**: -2667.50286 hartree
**Kohn-Sham gap (alpha / beta)**: 0.17093 / 0.19710 Eh
**Highest occupied orbital energy (alpha / beta)**: -6.9 / -7.7 eV